1.
DFT (ωB97M-V with the def2-TZVPD basis set) results for the molecule C10H9NOS at a distorted geometry.

Results
Kohn-Sham gap = 9.299 eV
Energy above the lowest of the compared OMol25 structures with the same formula, charge and spin = 119.16 kJ/mol
Calculated total energy = -914.605201 a.u.
M = 191.26 g/mol
Structure (SMILES) = O=C1C=C(c2ccccc2)[C@H](S)N1

Each atom is followed by the atoms it is bonded to, with distances in Å.
Element x y z (Å)
1 C -2.837 -0.051 1.119  C2 1.361, C3 1.421, H14 1.133
2 C -2.054 0.973 1.558  C1 1.361, C4 1.469, H15 1.073
3 C -2.329 -0.975 0.167  C1 1.421, C5 1.364, H16 1.146
4 C -0.739 1.095 0.914  C2 1.469, C6 1.364, H17 1.050
5 C -1.070 -0.896 -0.353  C3 1.364, C6 1.408, H18 1.047
6 C -0.285 0.229 -0.037  C4 1.364, C5 1.408, C8 1.450
7 C 1.753 1.504 -0.796  C8 1.309, C9 1.558, H19 1.146
8 C 1.017 0.432 -0.642  C6 1.450, C7 1.309, C10 1.633
9 C 3.036 1.134 -1.598  C7 1.558, N11 1.310, O12 1.243
10 C 1.884 -0.845 -1.174  C8 1.633, N11 1.436, S13 1.829, H20 1.147
11 N 2.996 -0.163 -1.775  C9 1.310, C10 1.436, H21 0.998
12 O 3.848 1.973 -2.023  C9 1.243
13 S 2.368 -1.715 0.361  C10 1.829, H22 1.426
14 H -3.731 -0.348 1.749  C1 1.133
15 H -2.308 1.746 2.257  C2 1.073
16 H -3.033 -1.779 -0.246  C3 1.146
17 H -0.148 1.925 1.171  C4 1.050
18 H -0.778 -1.507 -1.152  C5 1.047
19 H 1.575 2.610 -0.551  C7 1.146
20 H 1.152 -1.472 -1.795  C10 1.147
21 H 3.690 -0.762 -2.170  N11 0.998
22 H 1.154 -1.422 1.049  S13 1.426


2.
DFT (ωB97M-V with the def2-TZVPD basis set) results for the ion C3H2IO2S with charge -1 at a distorted geometry.

Results
Charge = -1
Kohn-Sham gap = 6.725 eV
Energy above the lowest of the compared OMol25 structures with the same formula, charge and spin = 36.86 kJ/mol
Calculated total energy = -961.836361 a.u.
M = 229.02 g/mol

Each atom is followed by the atoms it is bonded to, with distances in Å.
Element x y z (Å)
1 C 1.798 0.102 1.529  C2 1.187, H8 1.029
2 C 0.955 0.363 0.736  C1 1.187, C3 1.569
3 C -0.060 0.569 -0.442  C2 1.569, S6 2.127, I7 2.135, H9 1.158
4 O -2.375 -0.445 -1.329  S6 1.475
5 O -0.651 -2.210 -0.843  S6 1.499
6 S -1.448 -1.040 -0.348  C3 2.127, O4 1.475, O5 1.499
7 I -1.283 2.265 -0.010  C3 2.135
8 H 2.570 -0.139 2.165  C1 1.029
9 H 0.494 0.534 -1.459  C3 1.158


3.
DFT (ωB97M-V with the def2-TZVPD basis set) results for a cluster of 3 separate species, C4H10NO3 in total at a distorted geometry.

Results
Multiplicity = 3
Charge = +1
Kohn-Sham gap (alpha / beta) = 7.674 / 6.482 eV
Energy above the lowest of the compared OMol25 structures with the same formula, charge and spin = 231.88 kJ/mol
Calculated total energy = -438.421783 a.u.
M = 120.13 g/mol
⟨S²⟩ = 2.00

Each atom is followed by the atoms it is bonded to, with distances in Å.
Element x y z (Å)
1 C -1.132 -2.464 -0.719  C2 1.493, H9 1.047, H10 1.102, H15 1.165
2 C -1.177 -0.976 -0.825  C1 1.493, O6 1.274, O8 1.311
3 C -0.641 1.039 2.529  C4 1.290, H11 1.068, H12 1.066
4 C 0.318 0.828 1.691  C3 1.290, N5 1.244
5 N 1.473 0.921 1.238  C4 1.244, H13 0.996, H14 1.008
6 O -0.921 -0.042 0.004  C2 1.274
7 O 2.037 1.791 -1.281  H16 0.910, H17 0.964
8 O -1.625 -0.545 -1.979  C2 1.311, H18 1.048
9 H -1.032 -2.860 0.246  C1 1.047
10 H -0.166 -2.743 -1.172  C1 1.102
11 H -0.557 1.919 3.128  C3 1.068
12 H -1.483 0.386 2.525  C3 1.066
13 H 2.255 0.526 1.713  N5 0.996
14 H 1.722 1.154 0.289  N5 1.008
15 H -1.883 -2.958 -1.459  C1 1.165
16 H 2.321 2.446 -1.845  O7 0.910
17 H 2.022 1.092 -1.944  O7 0.964
18 H -1.532 0.486 -2.139  O8 1.048


4.
DFT (ωB97M-V with the def2-TZVPD basis set) results for the ion C7H10IO3 with charge -1 at a distorted geometry.

Results
Charge = -1
Kohn-Sham gap = 7.277 eV
Energy above the lowest of the compared OMol25 structures with the same formula, charge and spin = 0.00 kJ/mol
Calculated total energy = -796.189510 a.u.
M = 269.06 g/mol
Structure (SMILES) = O=C([O-])[C@]1(O)CCCC[C@@H]1I

Each atom is followed by the atoms it is bonded to, with distances in Å.
Element x y z (Å)
1 C 0.963 -0.903 -1.663  C7 1.654, O8 1.239, O9 1.225
2 C -0.260 0.168 1.882  C3 1.482, C4 1.457, H12 1.123, H13 1.069
3 C 0.983 0.542 1.167  C2 1.482, C5 1.504, H14 1.167, H15 1.214
4 C -0.883 -0.906 1.120  C2 1.457, C6 1.580, H16 1.145, H17 1.090
5 C 0.774 1.148 -0.194  C3 1.504, C7 1.467, H18 1.127, H19 1.132
6 C -1.280 -0.343 -0.302  C4 1.580, C7 1.626, I11 2.176, H20 1.180
7 C -0.017 0.303 -1.096  C1 1.654, C5 1.467, C6 1.626, O10 1.364
8 O 1.275 -0.609 -2.826  C1 1.239
9 O 1.271 -1.811 -0.902  C1 1.225
10 O -0.559 1.063 -2.090  C7 1.364, H21 0.975
11 I -2.066 -2.072 -1.364  C6 2.176
12 H 0.074 -0.002 2.941  C2 1.123
13 H -0.913 0.996 2.057  C2 1.069
14 H 1.619 1.155 1.929  C3 1.167
15 H 1.557 -0.441 0.747  C3 1.214
16 H -0.198 -1.822 1.149  C4 1.145
17 H -1.841 -1.230 1.525  C4 1.090
18 H 0.080 2.035 -0.146  C5 1.127
19 H 1.735 1.436 -0.719  C5 1.132
20 H -2.186 0.412 -0.268  C6 1.180
21 H -0.128 0.879 -2.945  O10 0.975


- The lowest M belongs to which entry?
  C4H10NO3